The following is a DFT calculation (ωB97M-V/def2-TZVPD) of a molecular structure, C54H120F12N8O12S4.

```
210
Properties=species:S:1:pos:R:3:forces:R:3
C -6.793 -4.371 -0.579 0.36 -0.86 0.71
C -6.246 -2.955 -0.582 0.57 -1.26 0.52
C -6.011 -2.438 -1.969 0.51 0.74 0.48
N -4.908 -1.405 -2.023 0.92 0.78 0.36
C -4.826 -0.842 -3.422 -1.56 -0.02 -0.44
C -3.972 0.386 -3.616 1.24 0.31 1.32
C -4.239 1.419 -2.480 -1.72 -0.34 -0.67
C -4.304 0.788 -1.068 1.03 1.29 -0.48
C -5.296 -0.345 -1.012 1.05 0.23 -1.17
C -3.508 -1.875 -1.735 -0.86 -0.89 1.58
H -6.784 -4.673 0.484 -0.14 -0.24 -0.54
H -6.125 -5.044 -1.126 0.09 0.08 0.19
H -7.780 -4.566 -0.972 -0.42 0.48 -0.13
H -5.293 -3.088 -0.036 -0.22 0.44 -0.19
H -6.905 -2.335 0.015 0.00 0.37 -0.05
H -6.881 -1.864 -2.247 -0.38 -0.15 -0.66
H -5.765 -3.214 -2.673 0.02 -0.32 -0.30
H -5.866 -0.745 -3.758 0.09 0.56 0.20
H -4.467 -1.625 -4.046 0.48 -0.90 -0.32
H -4.181 0.887 -4.572 0.03 -0.50 0.17
H -2.884 0.061 -3.588 -1.32 0.66 -0.26
H -5.234 1.880 -2.705 0.47 -0.35 0.21
H -3.558 2.236 -2.608 0.70 0.33 0.42
H -4.576 1.544 -0.304 0.00 -0.32 -0.44
H -3.265 0.486 -0.830 -0.64 -0.18 0.25
H -6.282 -0.052 -1.360 -0.25 0.31 0.56
H -5.255 -0.789 -0.032 -0.43 -0.28 0.17
H -3.373 -2.759 -2.299 0.27 -1.00 -0.50
H -3.349 -2.129 -0.660 -0.29 0.24 -0.81
H -2.811 -1.138 -2.041 0.48 0.59 -0.14
C 6.827 -3.858 -0.590 0.39 -0.53 0.12
C 7.378 -2.617 -1.223 -0.32 1.32 0.02
C 6.442 -1.371 -1.047 0.21 -1.74 0.81
N 6.723 -0.214 -1.955 -1.30 -0.49 0.15
C 6.437 -0.614 -3.389 0.32 0.73 -0.86
C 6.423 0.642 -4.312 -0.10 -0.07 0.17
C 5.373 1.596 -3.841 -1.68 -1.30 0.18
C 5.669 1.979 -2.443 -0.38 0.84 1.74
C 5.696 0.778 -1.517 -0.21 1.16 -0.61
C 8.078 0.301 -1.778 1.52 -0.72 0.22
H 6.558 -3.775 0.461 -0.39 0.28 -0.09
H 7.560 -4.665 -0.609 0.15 0.10 -0.16
H 6.033 -4.169 -1.230 -1.11 -0.54 0.10
H 7.555 -2.817 -2.278 0.09 0.05 -0.07
H 8.315 -2.394 -0.750 0.66 0.26 0.02
H 6.568 -1.022 0.006 -0.21 -0.05 -0.81
H 5.364 -1.625 -1.206 0.91 0.04 0.10
H 5.487 -1.194 -3.388 0.52 0.60 -0.06
H 7.254 -1.233 -3.751 0.00 -0.26 0.38
H 6.239 0.342 -5.335 0.12 -0.32 -0.20
H 7.355 1.217 -4.291 0.25 -0.62 -0.16
H 4.392 1.038 -3.852 0.65 0.57 0.11
H 5.195 2.483 -4.395 0.30 0.63 -1.03
H 4.923 2.715 -2.128 -0.25 -0.40 0.38
H 6.578 2.545 -2.258 0.50 0.02 -0.64
H 4.765 0.265 -1.520 -0.92 -0.45 -0.31
H 5.858 1.054 -0.488 0.54 0.04 0.33
H 8.123 0.721 -0.756 0.22 0.07 -0.69
H 8.354 1.008 -2.586 -0.22 -0.37 0.87
H 8.757 -0.593 -1.816 -0.44 1.05 -0.07
C -0.746 5.345 1.521 -1.06 0.75 0.35
C -1.881 5.694 0.526 1.21 -0.55 0.46
N -1.600 6.820 -0.487 -0.88 -1.96 0.74
C -0.661 6.287 -1.500 0.65 -0.33 -1.49
C -2.867 7.200 -1.175 -0.73 -0.21 -0.28
C -3.608 5.984 -1.753 0.64 0.95 -0.60
C -1.049 7.992 0.234 -0.45 0.88 -0.31
C -1.273 9.333 -0.432 1.42 -0.45 -1.63
O -0.709 9.241 -1.778 -0.83 0.58 1.37
C -0.856 10.490 -2.477 0.60 -0.24 0.16
H 0.128 4.871 1.084 0.03 0.11 -0.12
H -1.294 4.615 2.110 0.40 -0.42 0.31
H -0.491 6.139 2.240 0.12 -0.14 -0.50
H -2.763 5.987 1.094 -0.03 0.04 -0.19
H -2.018 4.696 0.056 -0.44 1.18 -0.49
H -0.570 7.022 -2.315 0.19 -0.14 0.55
H -1.004 5.344 -1.980 -0.07 0.65 0.79
H 0.315 6.079 -1.059 -0.15 0.23 0.09
H -2.493 7.952 -1.865 -0.57 -0.29 -0.66
H -3.534 7.733 -0.490 0.30 -0.25 0.24
H -4.445 6.340 -2.355 0.04 -0.06 0.06
H -3.972 5.350 -0.974 -0.42 -0.30 0.49
H -2.956 5.383 -2.386 -0.17 0.07 -0.15
H -0.010 7.771 0.345 0.68 0.20 0.42
H -1.565 8.128 1.171 -0.01 -0.61 0.63
H -0.735 10.057 0.187 0.02 0.15 -0.18
H -2.321 9.628 -0.466 -0.10 0.02 -0.04
H -0.276 11.255 -1.952 0.08 0.02 -0.26
H -1.892 10.813 -2.479 -0.31 -0.04 -0.22
H -0.474 10.321 -3.492 -0.20 0.23 0.37
C 6.368 4.519 6.712 1.16 -1.23 0.04
C 4.970 4.198 7.191 0.42 -1.20 -0.67
N 4.231 3.115 6.391 -0.02 -0.11 1.30
C 5.101 1.949 6.226 -0.13 -1.54 0.66
C 3.109 2.739 7.325 -0.96 0.95 1.10
C 2.108 3.825 7.664 -0.55 -0.25 0.18
C 3.839 3.659 5.045 -1.50 -0.78 1.10
C 2.947 2.679 4.223 -0.03 0.63 -1.39
O 1.645 2.318 4.739 1.34 -0.37 0.05
C 1.000 1.438 3.769 1.43 0.93 -0.41
H 6.631 5.350 7.367 0.38 0.42 -0.69
H 6.487 4.679 5.604 -0.28 0.48 1.27
H 7.138 3.722 6.963 -1.09 0.77 -0.14
H 4.324 5.033 7.069 -0.34 0.87 0.31
H 4.944 3.817 8.222 0.26 0.48 -0.31
H 5.259 1.477 7.241 0.18 0.61 -1.22
H 5.997 2.317 5.763 0.59 -0.30 0.00
H 4.638 1.188 5.567 0.13 0.54 0.52
H 3.484 2.438 8.307 0.80 -0.25 -0.49
H 2.515 1.941 6.967 -0.08 -0.96 -0.94
H 2.410 4.712 8.188 0.72 0.14 0.54
H 1.335 3.340 8.277 0.21 0.17 -0.14
H 1.620 4.191 6.801 -0.74 0.21 -1.14
H 4.778 3.903 4.558 -0.12 -0.25 -0.43
H 3.349 4.598 5.292 -0.33 -0.01 -0.41
H 3.534 1.785 3.904 -0.43 0.37 0.53
H 2.808 3.238 3.253 -0.03 -0.38 0.64
H 1.689 0.650 3.430 -0.13 -0.10 0.43
H 0.915 2.093 2.900 -0.90 -0.32 -0.32
H 0.078 0.994 4.137 0.09 0.47 0.15
C -0.057 -2.209 -8.195 -0.54 -1.56 0.07
C 1.088 -3.246 -8.213 -1.36 0.83 -0.79
N 1.713 -3.419 -6.899 1.46 0.02 0.11
C 2.328 -2.113 -6.427 -0.24 -0.88 -0.54
C 0.800 -3.918 -5.897 -1.20 1.06 1.66
C -0.055 -5.088 -6.236 -0.48 -0.42 -0.27
C 2.802 -4.397 -7.060 0.54 -1.20 -0.59
C 3.767 -4.687 -5.935 0.39 -0.75 0.38
O 4.744 -3.654 -5.744 -0.31 -0.48 0.26
C 5.734 -4.002 -4.767 -0.86 -0.52 0.43
H 0.167 -1.224 -7.831 0.32 0.34 -0.01
H -0.918 -2.611 -7.636 0.42 0.18 0.19
H -0.475 -2.170 -9.188 0.19 0.36 -0.56
H 1.896 -2.971 -8.870 0.15 0.32 -0.40
H 0.690 -4.200 -8.592 0.24 0.20 0.42
H 1.494 -1.544 -6.105 -0.49 0.93 0.21
H 2.854 -1.673 -7.281 -0.03 -0.04 0.40
H 2.969 -2.326 -5.583 0.18 0.06 -0.03
H 0.179 -3.076 -5.611 -0.34 0.11 -0.09
H 1.384 -4.042 -5.002 0.25 -0.46 0.36
H -0.833 -4.847 -6.972 0.47 -0.16 -0.15
H -0.637 -5.301 -5.345 0.15 -0.33 0.25
H 0.524 -5.973 -6.523 -0.38 0.09 0.03
H 3.382 -4.032 -7.867 0.79 0.42 -0.90
H 2.384 -5.354 -7.450 0.06 0.67 0.57
H 4.225 -5.636 -6.297 0.24 0.55 0.35
H 3.272 -4.964 -4.990 0.09 0.29 -0.10
H 6.172 -4.963 -4.986 0.49 -0.27 -0.47
H 5.336 -4.146 -3.748 -0.46 0.31 -0.23
H 6.480 -3.228 -4.699 0.19 0.22 -0.44
C -7.186 -2.508 7.532 -0.14 -0.12 0.51
C -5.772 -2.210 7.141 1.21 -0.87 1.22
N -5.283 -2.542 5.746 -0.99 -0.80 1.24
C -5.354 -4.048 5.545 -0.30 0.08 1.89
C -6.154 -1.811 4.814 -0.38 -0.65 -0.60
C -6.092 -0.317 5.001 -1.01 0.53 0.73
C -3.871 -2.155 5.714 1.38 -0.41 0.10
C -3.161 -2.093 4.375 0.62 1.46 0.12
O -3.498 -0.895 3.630 0.28 -1.18 0.15
C -2.840 -0.725 2.346 -0.86 0.21 0.83
H -7.286 -2.150 8.578 -0.08 -0.23 -0.63
H -7.425 -3.576 7.524 0.10 0.17 0.02
H -7.893 -1.995 6.923 -0.75 0.46 -0.30
H -5.185 -2.869 7.807 0.29 0.62 -0.28
H -5.486 -1.166 7.317 -0.23 -0.32 0.03
H -4.709 -4.487 6.355 -0.63 0.29 -0.92
H -4.990 -4.324 4.581 0.13 -0.06 -0.71
H -6.386 -4.387 5.730 0.43 0.21 -0.38
H -7.154 -2.263 4.983 0.47 0.63 -0.34
H -5.818 -2.112 3.842 0.09 -0.06 -0.74
H -6.811 -0.048 5.795 0.14 0.18 -0.46
H -6.389 0.183 4.070 0.16 -0.09 0.35
H -5.128 0.070 5.343 -0.04 -0.22 -0.47
H -3.364 -2.995 6.223 -0.09 0.54 0.03
H -3.707 -1.262 6.340 -0.11 -0.24 -0.57
H -3.257 -2.981 3.768 -0.24 -0.20 -0.15
H -2.121 -2.048 4.747 0.06 0.09 -0.60
H -3.507 0.000 1.878 0.26 0.09 -0.35
H -2.783 -1.621 1.712 0.09 -0.04 0.49
H -1.867 -0.260 2.503 0.19 -0.21 -0.19
C -0.975 -6.041 -0.652 0.50 -1.48 2.08
F -1.294 -7.192 -1.198 -0.72 -0.58 -0.34
F -0.092 -6.333 0.346 -0.76 0.44 -0.01
F -0.349 -5.334 -1.505 1.62 1.91 -2.39
S -2.405 -5.067 -0.095 1.16 1.31 -0.24
O -1.837 -3.876 0.555 -0.89 -1.02 -1.26
O -3.191 -4.915 -1.305 0.22 0.29 0.67
N -2.959 -6.123 0.886 -0.86 0.16 0.35
S -3.633 -5.674 2.214 -0.73 0.08 0.49
O -4.035 -4.283 2.373 0.16 -0.32 -0.62
O -4.548 -6.658 2.636 -1.39 -0.92 0.31
C -2.326 -5.880 3.405 1.28 -0.10 0.16
F -2.796 -5.708 4.643 -0.11 0.74 0.39
F -1.760 -7.058 3.388 -0.02 -1.11 -0.31
F -1.356 -5.010 3.121 0.25 0.85 0.56
C 1.750 -2.402 -0.641 2.14 -1.52 -1.05
F 2.493 -1.668 0.212 -0.03 -0.29 -0.11
F 2.441 -3.590 -0.923 -0.47 1.59 0.28
F 0.662 -2.766 -0.061 -1.21 0.34 0.15
S 1.687 -1.432 -2.260 -0.24 -2.38 0.68
O 3.051 -1.446 -2.669 1.27 0.10 -0.45
O 0.727 -2.062 -3.108 -0.32 -0.21 -0.22
N 1.331 -0.049 -1.762 0.05 2.24 0.57
S -0.067 0.458 -1.332 -0.23 0.05 0.57
O -1.064 0.317 -2.342 -0.66 -0.42 -0.15
O -0.380 0.175 0.043 -0.13 0.17 -0.31
C 0.201 2.256 -1.431 -0.71 0.66 -1.52
F -1.038 2.839 -1.390 0.36 -0.03 1.36
F 1.046 2.781 -0.568 -0.22 0.18 0.95
F 0.619 2.619 -2.633 0.80 -0.28 -0.76
```
Positions in Å, forces in eV/Å.

Its total charge is +4. The spin multiplicity is 1. The highest occupied orbital energy is -15.494 eV.

The following is a DFT calculation (ωB97M-V/def2-TZVPD) of 2 unconnected molecules or ions with the total composition C6H14O.

```
21
Properties=species:S:1:pos:R:3:forces:R:3
C 0.579 1.288 -1.494 -0.22 0.13 1.12
C 0.112 1.658 -0.073 0.79 -1.08 0.40
C 0.225 0.440 0.904 -0.44 0.15 0.19
C -0.633 -0.736 0.549 -0.45 -0.57 0.38
C -1.826 -0.926 1.130 0.94 0.74 0.12
C -2.952 -1.694 0.581 -0.93 -1.91 0.63
H -0.098 0.641 -2.053 -0.12 0.22 0.04
H 0.815 2.209 -2.024 0.09 -0.28 -0.36
H 1.472 0.703 -1.255 0.28 0.16 -0.72
H 0.863 2.352 0.318 -0.24 0.24 -0.06
H -0.871 2.105 0.084 -0.06 -0.02 -0.53
H 1.261 0.125 1.040 0.12 0.29 -0.04
H -0.180 0.874 1.826 0.33 -0.41 0.31
H -0.288 -1.566 -0.074 -0.01 0.80 -0.87
H -1.904 -0.476 2.120 -0.76 0.64 -0.37
H -2.673 -2.545 -0.047 0.37 0.19 -0.15
H -3.545 -2.162 1.383 0.11 0.17 -0.04
H -3.689 -1.143 0.002 0.23 0.54 -0.04
H 4.206 -0.860 -1.575 0.26 0.21 0.15
H 4.977 0.084 -0.596 0.27 -0.02 -0.22
O 4.149 -0.370 -0.747 -0.56 -0.19 0.08
```
Positions in Å, forces in eV/Å.

As for the structure (SMILES): C/C=C/CCC.O. Its total charge is 0. The spin multiplicity is 1. The highest occupied orbital energy is -8.535 eV. The value obtained for the energy above the lowest of the compared OMol25 structures with the same formula, charge and spin is 1.659 eV.

What is the formula in the second record?
C6H14O